[1]
This record from the Open Molecules 2025 dataset describes a cluster of 8 separate species, C27H43O25P in total. The level of theory is ωB97M-V/def2-TZVPD.

## Properties
- SMILES string = CCOP(=O)(OCC)OCC.O=C1OCCO1.O=C1OCCO1.O=C1OCCO1.O=C1OCCO1.O=C1OCCO1.O=C1OCCO1.O=C1OCCO1

```
! wB97M-V def2-TZVPD RIJCOSX def2/J DEFGRID3
* xyz 0 1
C 29.19568 -21.81040 -13.59289
C 30.39541 -21.78166 -14.53959
O 30.08988 -21.09594 -15.76756
P 29.35176 -21.90079 -16.91950
O 28.50548 -22.99563 -16.44750
O 30.51559 -22.41565 -17.84358
C 31.52055 -21.52888 -18.38952
C 32.84553 -21.80092 -17.72931
O 28.67828 -20.78916 -17.80647
C 27.48276 -20.10205 -17.34901
C 27.34485 -18.85381 -18.17735
H 28.52830 -22.62892 -13.83545
H 29.58065 -21.95956 -12.58024
H 28.75257 -20.81511 -13.60366
H 31.19505 -21.21209 -14.07156
H 30.73462 -22.79740 -14.74594
H 31.59829 -21.73786 -19.45784
H 31.19402 -20.49492 -18.27137
H 33.61413 -21.19511 -18.21540
H 32.81829 -21.57736 -16.66334
H 33.14425 -22.84202 -17.84689
H 26.66178 -20.81252 -17.46386
H 27.55364 -19.87563 -16.28299
H 26.48535 -18.27386 -17.84201
H 28.23642 -18.24431 -18.02134
H 27.24748 -19.08014 -19.23911
C 26.36699 -25.18020 -17.54700
C 26.37744 -24.04243 -18.54822
O 26.09729 -24.69180 -19.78309
C 26.43761 -26.00134 -19.65802
O 26.46570 -26.76666 -20.56662
O 26.70539 -26.30779 -18.37445
H 25.38193 -25.39516 -17.12389
H 27.07120 -25.01616 -16.73765
H 27.36005 -23.56907 -18.56357
H 25.66288 -23.25844 -18.29475
C 20.25368 -19.76609 -17.21097
C 21.41053 -19.92523 -18.16712
O 20.75330 -20.20100 -19.40283
C 19.53579 -20.75652 -19.10695
O 18.77667 -21.17665 -19.91113
O 19.36353 -20.76568 -17.76542
H 19.82091 -18.76870 -17.27070
H 20.41749 -20.04669 -16.17574
H 22.10269 -20.73758 -17.92278
H 22.07446 -19.06805 -18.26938
C 22.60578 -16.23988 -21.35993
C 21.19477 -15.77110 -21.79807
O 20.35475 -16.09563 -20.69310
C 21.07778 -16.62620 -19.70783
O 20.66520 -16.99917 -18.65653
O 22.36739 -16.79143 -20.07396
H 23.30218 -15.40521 -21.35182
H 22.96530 -17.02289 -22.02517
H 20.86750 -16.29695 -22.69168
H 21.15365 -14.69902 -21.97534
C 24.25675 -20.82874 -19.79079
C 24.08572 -19.43614 -20.40278
O 24.93354 -19.47258 -21.59168
C 25.58731 -20.63899 -21.65913
O 26.32624 -20.97171 -22.53184
O 25.24779 -21.44770 -20.63208
H 23.36240 -21.44182 -19.88431
H 24.63319 -20.79632 -18.77382
H 24.58224 -18.68522 -19.78833
H 23.10609 -19.11498 -20.72887
C 29.87247 -22.33684 -22.00146
C 28.98193 -22.35524 -20.72938
O 29.15383 -23.70193 -20.26968
C 30.25684 -24.24294 -20.83488
O 30.71580 -25.29596 -20.55354
O 30.76953 -23.40214 -21.77427
H 30.36636 -21.37218 -22.07970
H 29.23660 -22.48508 -22.87460
H 27.93451 -22.17789 -20.92681
H 29.37998 -21.66014 -19.99439
C 24.96113 -23.96286 -23.17350
C 26.47752 -24.20508 -22.93420
O 27.07501 -23.76516 -24.14893
C 26.14067 -23.19510 -24.94831
O 26.36490 -22.71749 -26.00960
O 24.91237 -23.24444 -24.38509
H 24.55969 -23.39882 -22.33051
H 24.40260 -24.89841 -23.20113
H 26.60754 -25.26686 -22.74390
H 26.77985 -23.60355 -22.08824
C 23.64240 -16.75212 -14.56881
C 22.54865 -17.77128 -14.20421
O 22.83923 -18.90298 -15.02220
C 23.77989 -18.57752 -15.92398
O 24.22954 -19.32337 -16.74047
O 24.19622 -17.31256 -15.78076
H 24.43065 -16.64819 -13.82931
H 23.20876 -15.79714 -14.84726
H 21.56902 -17.36079 -14.44780
H 22.55431 -18.06149 -13.15760
*
```

[2]
This record from the Open Molecules 2025 dataset describes a structure of composition C27H44AlBCl3F8KN2O19PS3. The level of theory is ωB97M-V/def2-TZVPD.

```
! wB97M-V def2-TZVPD RIJCOSX def2/J DEFGRID3
* xyz 1 1
C 2.98884 -1.12255 0.53497
C 3.99092 -0.50422 -0.46238
C 3.50556 0.74319 -1.28344
O 2.22501 1.20195 -0.96430
C 2.26365 2.29289 -0.00718
P 0.85680 2.16537 1.21867
F 0.23753 0.87200 0.28354
C -0.62897 3.21095 0.96687
C -1.93560 2.57514 0.42665
C -2.83844 1.85085 1.46219
C -2.19472 0.65383 2.17967
C -4.02698 1.29214 0.65089
C 1.65598 3.46261 2.34574
F 1.67598 4.73936 1.76765
C 3.07188 3.13848 2.80468
C 3.35126 1.63738 3.01694
H 3.06892 -0.72820 1.54509
H 3.21808 -2.18407 0.59163
H 1.94489 -1.05746 0.22026
H 4.99429 -0.33880 0.15602
H 4.23864 -1.28866 -1.17088
H 3.48288 0.43348 -2.32758
H 4.26762 1.52075 -1.21218
H 2.13118 3.19553 -0.60196
H 3.22595 2.21558 0.47876
H 0.85876 1.28684 2.30550
H -0.36295 4.03347 0.30685
H -0.87056 3.65424 1.93057
H -2.54296 3.42549 0.11089
H -1.81338 1.97879 -0.47392
H -3.24450 2.60026 2.14243
H -2.92564 0.26071 2.88400
H -2.03093 -0.14960 1.44959
H -1.31313 0.90555 2.76204
H -4.69526 0.69921 1.26655
H -4.54037 2.10516 0.14381
H -3.60877 0.66883 -0.14098
H 1.00494 3.56056 3.22605
H 3.33511 3.66035 3.72133
H 3.76163 3.49435 2.04114
H 3.67042 1.20487 2.07082
H 4.21328 1.53157 3.65142
H 2.53798 1.08688 3.47543
K -0.55888 -0.87135 -0.64889
N -4.67776 0.42609 6.21163
C -3.84844 0.04760 7.21492
C -2.81276 0.94573 7.25497
C -3.04802 1.91333 6.22043
C -4.21404 1.55135 5.60135
H -5.52280 -0.05893 5.95407
H -4.05678 -0.82000 7.81604
H -1.99927 0.89740 7.97048
H -2.45069 2.77842 5.95188
H -4.74852 2.00247 4.78367
C 0.09513 1.17617 -4.87301
Cl -0.75437 1.61206 -3.37961
Cl 0.75914 2.60072 -5.67398
H 0.90926 0.50509 -4.62718
H -0.60600 0.68717 -5.53946
C 2.88430 2.50153 -8.46526
C 2.96616 3.26000 -9.76725
O 4.07056 4.11997 -9.54720
C 4.89805 3.49098 -8.66295
O 6.02009 3.79598 -8.45351
O 4.25363 2.45793 -8.05579
F 1.85721 4.00616 -9.98336
H 2.29831 3.03645 -7.71662
H 2.48049 1.49864 -8.58140
H 3.15838 2.63879 -10.64354
B -5.10465 -4.75225 -3.39205
O -3.91748 -4.46508 -2.51878
C -3.30783 -3.42205 -2.99198
O -2.31067 -2.91968 -2.51950
C -4.04211 -2.91967 -4.23089
O -3.71698 -1.96403 -4.88837
O -5.07533 -3.69334 -4.44829
F -6.26496 -4.65639 -2.64720
F -4.98366 -6.00559 -3.95310
Al -0.49465 1.83777 6.85043
C 0.90335 -3.19062 5.81859
C 1.60394 -3.28254 4.48068
O 0.72073 -2.59446 3.56824
S -0.01998 -1.41121 4.33545
O 0.68037 -0.19281 4.08984
O -1.41323 -1.53539 4.12251
O 0.32064 -1.86866 5.82860
H 0.09702 -3.92002 5.90102
H 1.58632 -3.30816 6.65455
H 1.75789 -4.30728 4.15727
H 2.56004 -2.75615 4.49282
C -9.14826 -5.85167 -6.87941
C -7.85884 -5.20717 -6.43322
O -7.30798 -6.18137 -5.56794
C -7.76143 -7.39140 -6.00123
O -7.30834 -8.43728 -5.68692
O -8.80986 -7.23797 -6.85830
F -8.09135 -4.06925 -5.73547
H -9.96104 -5.66170 -6.17662
H -9.45787 -5.54118 -7.87451
H -7.15294 -4.99862 -7.23937
N 8.35359 1.82992 4.45344
S 6.94004 1.16095 4.26141
O 6.44664 0.39587 5.35763
O 6.64733 0.67358 2.94441
F 6.06131 2.47743 4.34150
S 9.55685 0.79155 4.51300
O 10.74511 1.38553 5.00991
O 9.66629 -0.08088 3.38961
F 9.11828 -0.16228 5.68842
Cl 6.15192 1.09616 -0.30816
*
```

[3]
This record from the Open Molecules 2025 dataset describes a structure of composition C27H44BrCaNOP2S. The level of theory is ωB97M-V/def2-TZVPD.

```
! wB97M-V def2-TZVPD RIJCOSX def2/J DEFGRID3
* xyz 2 1
C 2.54250 0.55626 -6.75619
C 1.89023 1.23484 -5.71075
C 0.75289 1.99459 -6.07874
C 0.32347 2.01246 -7.40536
N 0.94351 1.33352 -8.37233
C 2.03442 0.62626 -8.06492
C 2.26290 1.05052 -4.33300
C 2.00044 0.71539 -3.15638
C 1.07331 0.03160 -2.25721
C 1.25039 -1.35169 -2.01190
C 0.69467 -1.93843 -0.88011
C -0.21163 -1.20840 -0.10845
C -0.33784 0.19314 -0.29356
C 0.23729 0.80099 -1.42365
Ca 3.16994 0.42776 -1.03541
P -1.16177 -2.07548 1.17074
H 0.17514 2.51074 -5.31604
H 3.39419 -0.08053 -6.54171
H -0.56387 2.59051 -7.69849
H 2.52127 0.08452 -8.88294
H 0.08135 1.86407 -1.66508
H 1.75160 -1.96402 -2.77199
H -0.88428 0.81105 0.41132
H 0.92622 -2.99086 -0.63641
C -0.57650 -1.61615 2.80886
C -1.62913 -1.75510 3.91128
H -0.16990 -0.58756 2.71987
H 0.30478 -2.23414 3.03719
H -1.14972 -2.03592 4.85988
H -2.16451 -0.80856 4.07424
H -2.36230 -2.54029 3.67896
C -2.84707 -1.54930 0.81803
C -3.22230 -1.78166 -0.64314
H -2.91915 -0.47740 1.05282
H -3.50427 -2.07083 1.52461
H -4.11140 -1.20251 -0.90130
H -2.42766 -1.45609 -1.31949
H -3.42714 -2.84227 -0.86734
C -0.97790 -3.85132 0.92884
C -1.86269 -4.78535 1.75029
H 0.07965 -4.07380 1.13492
H -1.13670 -4.04754 -0.13989
H -1.65133 -5.82060 1.45788
H -1.66844 -4.70727 2.82416
H -2.93005 -4.60779 1.57662
Br 1.60744 0.63494 1.50415
P -1.36060 3.89023 1.98547
C -2.21576 2.26277 2.16283
C -3.41863 2.41833 3.10687
H -1.48263 1.53631 2.56248
H -2.53546 1.93672 1.15512
H -4.09031 1.55594 3.01487
H -3.08843 2.49073 4.15019
H -3.99170 3.32470 2.87049
C 0.18877 3.60368 2.92320
C 0.62741 4.88497 3.65015
H 0.95155 3.22030 2.21980
H -0.04437 2.80405 3.64438
H 1.43528 4.64141 4.34501
H 0.99504 5.64918 2.94922
H -0.20427 5.32070 4.22320
C -0.81221 3.89318 0.23296
C -1.81524 4.76685 -0.53175
H -0.78809 2.86214 -0.13808
H 0.20626 4.31187 0.21129
H -1.44307 4.98553 -1.53912
H -2.78842 4.26216 -0.61852
H -1.98144 5.71658 -0.00437
C 2.94957 -3.60061 1.66732
S 4.12330 -2.27926 1.30506
C 5.44321 -3.40486 0.85112
O 3.69176 -1.58528 -0.01438
H 3.50861 -4.35700 2.22945
H 2.53895 -4.04660 0.75379
H 2.15738 -3.20035 2.31006
H 5.19752 -3.97376 -0.04643
H 6.34899 -2.82417 0.69404
H 5.57697 -4.07873 1.70141
*
```

| no. | largest force on an atom (hartree/bohr) | lowest unoccupied orbital energy (Eh) | gap between HOMO and LUMO (eV) |
| --- | --- | --- | --- |
| 1 | 0.0349 | -0.006 | 10.22 |
| 2 | 0.0588 | -0.341 | 1.23 |
| 3 | 0.0745 | -0.247 | 5.23 |